# 1
# C9H14

A cluster of 2 separate species, C9H14 in total at a distorted geometry (ωB97M-V/def2-TZVPD, OMol25).

Each line ends with the Löwdin charge.
Element x y z (Å)
1 C -0.10316 -1.85316 1.70276  -0.07
2 C -0.48412 -0.53188 0.99958  -0.28
3 C -0.89786 -0.68461 -0.32527  -0.09
4 C -1.44470 0.40945 -0.93188  -0.15
5 C -1.49546 1.56890 -0.31378  -0.09
6 C -0.98402 1.74242 1.09655  -0.03
7 C -0.55851 0.62369 1.78448  -0.06
8 H -0.42520 -1.86447 2.77711  0.08
9 H 0.97993 -1.96916 1.83661  0.07
10 H -0.47349 -2.83851 1.34066  0.08
11 H -0.83410 -1.63751 -0.80299  0.10
12 H -1.95314 0.27538 -1.94263  0.14
13 H -1.70744 2.51100 -0.78800  0.09
14 H -0.98786 2.73737 1.47160  0.08
15 H -0.26825 0.65385 2.83285  0.11
16 C 2.25942 -0.94849 -2.14908  -0.18
17 C 2.34394 0.30345 -1.29308  -0.21
18 H 1.25429 -1.37070 -1.84936  0.06
19 H 2.30213 -0.58633 -3.13702  0.04
20 H 3.11601 -1.57749 -1.98976  0.06
21 H 2.03146 0.09101 -0.19922  0.07
22 H 1.72025 1.16914 -1.82625  0.10
23 H 3.43232 0.62783 -1.14534  0.07

Forces on the atoms, in the same order (eV/Å):
C 0.4 -0.3 1.7
C -0.1 -3.5 0.7
C 0.4 0.4 2.0
C -1.6 -1.9 -3.7
C 1.8 3.8 4.6
C -1.1 -1.2 -3.2
C -0.2 0.8 -1.4
H -0.1 0.3 -0.8
H 0.0 0.1 -0.4
H 0.0 1.0 -0.5
H 0.0 -0.4 -0.1
H 1.0 0.4 1.2
H -0.6 0.0 -0.3
H -0.1 0.5 0.5
H 0.0 -0.2 -0.3
C -1.3 0.6 1.7
C 0.6 1.8 1.3
H 1.3 -0.3 -1.0
H -0.3 -0.2 -1.5
H 0.0 -0.7 0.2
H 0.0 0.6 -1.8
H 1.3 -1.7 1.7
H -1.4 -0.1 -0.6

The value obtained for the HOMO energy is -8.81 eV. Its frontier orbital gap is 9.9 eV. The calculation puts the LUMO energy at 0.0383 Ha.

# 2
# C9H14

A cluster of 2 separate species, C9H14 in total at a distorted geometry (ωB97M-V/def2-TZVPD, OMol25).

Each line ends with the Löwdin charge.
Element x y z (Å)
1 C 1.83880 0.72308 -2.32219  -0.10
2 C 0.92423 1.01269 -1.22809  -0.29
3 C -0.43895 0.73265 -1.35159  -0.04
4 C -1.28487 0.64013 -0.19133  -0.12
5 C -0.75847 0.91300 1.02694  -0.12
6 C 0.63921 1.42470 1.19680  -0.08
7 C 1.42349 1.36923 0.09170  -0.08
8 H 2.43740 1.66265 -2.77648  0.12
9 H 1.45574 0.52412 -3.32630  0.07
10 H 2.74372 0.13906 -2.09365  0.08
11 H -0.84734 0.53549 -2.32318  0.10
12 H -2.32080 0.24671 -0.23789  0.11
13 H -1.41775 1.00085 1.96534  0.12
14 H 1.07731 1.55544 2.22955  0.11
15 H 2.54637 1.45998 0.23993  0.13
16 C -1.87071 -2.79014 1.30581  -0.15
17 C -0.34173 -2.58777 1.29421  -0.17
18 H -2.08759 -3.76299 1.14733  0.02
19 H -2.34650 -2.23306 2.08787  0.06
20 H -2.19636 -2.26324 0.42424  0.04
21 H -0.00632 -2.10579 0.32275  0.07
22 H 0.13906 -3.57393 1.39831  0.06
23 H 0.03704 -1.81071 2.00860  0.06

Forces on the atoms, in the same order (eV/Å):
C 3.4 3.0 -3.0
C -1.3 -0.2 2.2
C 0.2 0.1 1.3
C 0.2 -0.3 -1.1
C 1.3 2.5 3.0
C -2.4 -1.9 0.5
C 1.8 -0.5 -1.2
H -1.2 -1.0 1.7
H -0.7 -1.1 0.6
H -0.8 -0.5 0.2
H -0.1 -0.3 -0.3
H 0.8 0.5 -0.3
H 1.0 -0.6 -1.6
H -0.7 0.1 -1.4
H -1.5 0.2 -0.5
C 1.8 3.9 -0.8
C 0.8 1.0 -0.6
H -1.1 -3.1 0.2
H -0.4 -0.5 0.9
H -0.5 0.1 -0.5
H -0.4 -0.9 0.8
H 0.3 0.7 0.2
H -0.4 -1.1 -0.1

The value obtained for the HOMO energy is -8.80 eV. Its frontier orbital gap is 9.8 eV. The calculation puts the LUMO energy at 0.0366 Ha.

# 3
# C9H14

A cluster of 2 separate species, C9H14 in total at a distorted geometry (ωB97M-V/def2-TZVPD, OMol25).

Each line ends with the Löwdin spin population.
Element x y z (Å)
1 C -0.80523 -3.64973 0.24275  0.05
2 C 2.32679 -0.71147 -0.06714  0.33
3 C 2.08067 -1.38537 1.19960  0.09
4 C 1.28244 -0.84646 -1.00437  0.04
5 C 1.04489 -2.26344 1.42078  0.05
6 C 0.22057 -1.65151 -0.76356  0.13
7 C 0.17063 -2.52485 0.33968  0.25
8 H 3.25150 -0.20772 -0.27045  0.01
9 H 2.67370 -1.03273 2.02599  0.00
10 H 1.38890 -0.23389 -1.87624  0.00
11 H 0.71525 -2.60675 2.38488  0.00
12 H -0.52688 -1.84674 -1.51986  0.00
13 H -1.82466 -3.43153 0.61889  0.03
14 H -0.44514 -4.53371 0.63930  0.00
15 H -0.94936 -3.81140 -0.86037  0.01
16 C -0.67156 4.16785 -0.26026  0.00
17 C -2.04386 3.56002 -0.39377  0.00
18 H 0.01390 3.31790 0.02267  0.00
19 H -0.24413 4.48437 -1.23710  0.00
20 H -0.60181 4.96573 0.49009  0.00
21 H -1.88307 2.57061 -0.85178  0.00
22 H -2.71228 4.27891 -0.87937  0.00
23 H -2.46125 3.39188 0.59964  0.00

Forces on the atoms, in the same order (eV/Å):
C -0.7 1.7 -2.1
C -1.6 -2.0 1.0
C 0.0 0.4 0.5
C 0.8 1.2 -0.1
C 0.2 1.0 -0.5
C 0.0 -0.3 -1.4
C -0.6 -0.5 0.5
H 0.1 0.4 0.0
H 0.3 -0.3 0.3
H -0.3 -0.1 -0.6
H 0.6 -0.3 0.4
H 0.0 0.4 -0.2
H 0.5 0.1 0.1
H 0.7 -1.7 1.2
H 0.0 0.0 1.0
C 1.7 -0.9 -0.2
C 0.1 0.2 0.4
H -0.3 1.0 0.2
H -0.5 0.2 0.6
H 0.1 -0.2 -0.4
H -0.9 0.5 -0.4
H -0.1 -0.7 -0.4
H 0.0 -0.1 0.0

The value obtained for the HOMO energy (spin up / spin down) is -13.78 / -13.78 eV. Its frontier orbital gap (spin up / spin down) is 9.1 / 5.5 eV. The calculation puts the LUMO energy (spin up / spin down) at -0.1723 / -0.3060 Ha. As for the charge: +1. The multiplicity is 2.

# 4
# C9H14

A cluster of 2 separate species, C9H14 in total at a distorted geometry (ωB97M-V/def2-TZVPD, OMol25).

Each line ends with the Löwdin spin population.
Element x y z (Å)
1 C 0.54784 -3.31379 0.23544  0.00
2 C 1.35099 -2.99631 1.47939  0.00
3 H 1.12755 -3.00012 -0.64777  0.00
4 H 0.26960 -4.35550 0.29384  0.00
5 H -0.40428 -2.77092 0.10684  0.00
6 H 2.33147 -2.58104 1.16018  0.00
7 H 1.70791 -3.85109 2.06397  0.00
8 H 0.96913 -2.20704 2.14058  0.00
9 C 1.43739 1.30788 -1.28242  0.08
10 C -1.30048 1.69381 1.16894  0.07
11 C -2.40378 2.06249 0.36796  0.29
12 C -0.02961 1.44718 0.70409  0.08
13 C 0.14268 1.58932 -0.71805  0.25
14 C -2.20325 2.16968 -1.01972  0.04
15 C -0.99028 1.81758 -1.52848  0.12
16 H -1.56585 1.59043 2.21552  0.00
17 H -3.38978 2.26221 0.76284  0.01
18 H 0.81976 1.25320 1.34107  0.00
19 H -3.09418 2.35620 -1.66321  0.00
20 H 1.50264 1.02710 -2.38072  0.01
21 H 1.95809 0.58410 -0.63641  0.01
22 H -0.87479 1.75645 -2.60646  0.00
23 H 2.09125 2.15819 -1.55739  0.04

Forces on the atoms, in the same order (eV/Å):
C -0.5 0.6 -0.2
C 1.9 1.2 0.3
H -0.2 -0.9 0.1
H 0.1 -0.3 -0.8
H 0.3 0.0 0.5
H -0.4 0.0 0.1
H -0.8 0.0 0.0
H -0.3 -0.5 0.0
C 1.5 -0.6 -1.9
C 0.2 -0.4 1.6
C 0.6 0.3 -1.0
C -1.4 1.0 -0.6
C 0.2 -0.7 0.7
C -1.2 -0.5 -0.6
C -0.7 0.9 -1.2
H 0.5 0.0 0.1
H 0.1 -0.1 0.3
H -0.1 -0.2 0.1
H 1.0 0.0 0.4
H -1.0 -0.6 1.1
H 0.2 0.5 -0.4
H 0.1 0.1 0.1
H -0.1 0.5 1.3

The value obtained for the HOMO energy (spin up / spin down) is -14.03 / -14.03 eV. Its frontier orbital gap (spin up / spin down) is 9.6 / 5.7 eV. The calculation puts the LUMO energy (spin up / spin down) at -0.1614 / -0.3057 Ha. As for the charge: +1. The multiplicity is 2.

# 5
# C9H14

A cluster of 2 separate species, C9H14 in total at a distorted geometry (ωB97M-V/def2-TZVPD, OMol25).

Each line ends with the Löwdin spin population.
Element x y z (Å)
1 C 1.14824 -0.37433 0.04144  0.02
2 C 0.46175 1.42691 3.27021  0.05
3 C -0.11256 2.57894 2.78429  0.13
4 C 0.79204 0.48493 2.27905  0.28
5 C 0.46880 0.55079 0.91647  0.07
6 C -0.61950 2.73627 1.43436  0.38
7 C -0.24622 1.55720 0.50669  0.02
8 H 0.50047 1.23981 4.24751  0.00
9 H -0.29334 3.46952 3.38789  0.00
10 H 1.21623 -0.42632 2.82903  0.01
11 H -0.77293 3.64246 1.11580  0.02
12 H 1.30276 -1.42807 0.46390  0.00
13 H 2.22501 0.05540 -0.08688  0.01
14 H -0.53811 1.57392 -0.46090  0.00
15 H 0.79896 -0.53086 -1.04715  0.00
16 C -0.90015 -1.28989 -2.55008  0.00
17 C -0.67730 -2.81716 -2.83895  0.00
18 H -0.39037 -0.85960 -1.70016  0.00
19 H -0.54432 -0.72998 -3.50986  0.00
20 H -1.98848 -1.00541 -2.50844  0.00
21 H -1.46243 -3.37181 -3.39673  0.00
22 H -0.63790 -3.48927 -2.01935  0.00
23 H 0.26936 -2.99345 -3.15813  0.00

Forces on the atoms, in the same order (eV/Å):
C 2.9 -2.3 -2.4
C -1.3 1.7 -5.2
C -1.2 1.3 0.0
C 0.4 -2.0 4.3
C 1.5 -1.4 0.9
C 4.6 -8.4 0.9
C -2.7 4.9 2.7
H 0.9 -0.6 3.7
H 0.1 -0.5 0.4
H -0.3 0.9 -1.8
H -1.7 4.7 -2.0
H -0.3 1.6 -0.3
H -1.6 -0.8 0.3
H -1.0 0.4 -3.0
H 0.7 0.8 2.3
C -1.1 0.0 -3.0
C -2.7 0.6 1.2
H -0.5 -0.5 -0.3
H -0.4 -0.8 1.7
H 1.0 -0.5 0.3
H 0.6 1.1 -0.5
H -0.4 0.0 1.9
H 2.7 -0.2 -2.0

The value obtained for the HOMO energy (spin up / spin down) is -14.03 / -14.03 eV. Its frontier orbital gap (spin up / spin down) is 9.0 / 5.7 eV. The calculation puts the LUMO energy (spin up / spin down) at -0.1861 / -0.3066 Ha. As for the charge: +1. The multiplicity is 2.

Energy relative to the best compared isomer or geometry (same formula, charge and spin) across the listed records, respectively: 35.4, 41.2, 20.9, 21.2, 71.4 kcal/mol.